(1)
A cluster of 2 separate species, C9H14 in total, computed with ωB97M-V/def2-TZVPD.

Lowest unoccupied orbital energy (spin up / spin down) ... -4.6 / -8.4 eV
⟨S²⟩ ... 0.77
Energy above the lowest of the compared OMol25 structures with the same formula, charge and spin ... 0.923 eV
Charge ... +1
Spin multiplicity ... 2

Geometry (Å):
C1 3.63 2.27 -0.20
C2 2.65 1.86 -1.29
H1 3.16 2.29 0.81
H2 4.49 1.62 -0.11
H3 4.03 3.28 -0.32
H4 2.04 1.00 -1.06
H5 3.05 1.70 -2.30
H6 1.93 2.68 -1.45
C3 -3.12 -0.28 -0.90
C4 0.23 -1.40 1.33
C5 0.12 -1.90 0.04
C6 -0.48 -0.27 1.75
C7 -0.88 -1.34 -0.79
C8 -1.51 0.26 0.96
C9 -1.77 -0.34 -0.25
H7 0.81 -2.01 2.08
H8 0.79 -2.69 -0.27
H9 -0.24 0.36 2.59
H10 -0.94 -1.74 -1.80
H11 -2.18 1.10 1.30
H12 -3.87 -1.00 -0.49
H13 -2.85 -0.44 -1.95
H14 -3.65 0.67 -0.84



(2)
A cluster of 2 separate species, C9H14 in total, computed with ωB97M-V/def2-TZVPD.

Lowest unoccupied orbital energy (spin up / spin down) ... -4.3 / -8.3 eV
⟨S²⟩ ... 0.77
Energy above the lowest of the compared OMol25 structures with the same formula, charge and spin ... 0.518 eV
Charge ... +1
Spin multiplicity ... 2

Geometry (Å):
C1 1.52 -1.91 -1.39
C2 2.73 -1.38 -0.67
H1 1.70 -2.28 -2.41
H2 1.08 -2.81 -0.97
H3 0.82 -1.09 -1.58
H4 3.66 -1.91 -0.86
H5 2.53 -1.50 0.39
H6 2.90 -0.31 -0.78
C3 -2.31 -0.91 0.48
C4 0.00 2.58 0.58
C5 -0.57 2.20 -0.63
C6 -0.26 1.89 1.79
C7 -1.35 1.05 -0.65
C8 -1.06 0.76 1.83
C9 -1.54 0.35 0.58
H7 0.66 3.44 0.60
H8 -0.46 2.81 -1.51
H9 0.23 2.21 2.70
H10 -1.76 0.67 -1.57
H11 -1.09 0.21 2.75
H12 -2.63 -1.21 -0.52
H13 -3.13 -1.05 1.19
H14 -1.65 -1.79 0.64



(3)
An isolated molecule of C9H14BIO2, computed with ωB97M-V/def2-TZVPD.

Lowest unoccupied orbital energy (spin up / spin down) ... -0.2 / -0.3 eV
Energy above the lowest of the compared OMol25 structures with the same formula, charge and spin ... 2.796 eV

Geometry (Å):
B1 -0.07 -0.73 2.27
C1 0.43 -2.15 -0.10
C2 0.46 -0.15 -1.69
C3 0.07 -1.54 1.03
C4 0.65 -1.44 -1.39
C5 -0.30 1.01 -0.99
C6 0.19 1.34 0.37
C7 1.50 -2.20 -2.37
C8 -1.77 0.80 -0.91
C9 -0.56 2.32 1.25
O1 1.14 -0.42 2.86
O2 -1.35 -0.51 2.83
I1 2.32 1.45 0.57
H1 0.47 -3.32 -0.23
H2 0.71 0.10 -2.75
H3 0.05 1.87 -1.59
H4 0.92 -2.17 -3.35
H5 1.49 -3.23 -2.11
H6 2.46 -1.82 -2.41
H7 -2.08 0.33 -1.84
H8 -2.34 1.80 -0.88
H9 -2.15 0.26 -0.03
H10 -1.49 1.97 1.85
H11 -0.88 3.24 0.68
H12 0.23 2.80 2.08
H13 1.25 0.45 3.20
H14 -1.35 -0.05 3.66



(4)
A cluster of 2 separate species, C9H14BNO5 in total, computed with ωB97M-V/def2-TZVPD.

Lowest unoccupied orbital energy ... -1.2 eV
Energy above the lowest of the compared OMol25 structures with the same formula, charge and spin ... 0.000 eV
SMILES ... CCNC1=CC(=O)C(B(O)O)=CC1=O.CO

Geometry (Å):
C1 0.56 -4.20 -2.56
C2 0.03 -2.86 -3.09
N1 1.01 -1.77 -2.94
C3 0.86 -0.96 -1.81
C4 0.20 0.20 -1.74
C5 0.22 0.96 -0.46
O1 0.27 2.17 -0.43
C6 0.23 0.14 0.81
B1 -0.51 0.63 2.12
O2 -0.19 0.12 3.35
O3 -1.46 1.62 2.05
C7 0.91 -1.01 0.74
C8 1.55 -1.43 -0.55
O4 2.59 -2.04 -0.57
H1 0.20 -4.42 -1.56
H2 1.65 -4.17 -2.52
H3 0.27 -5.03 -3.21
H4 -0.88 -2.59 -2.55
H5 -0.23 -2.93 -4.14
H6 1.04 -1.19 -3.77
H7 -0.29 0.63 -2.60
H8 -0.28 -0.83 3.43
H9 -2.17 1.47 1.43
H10 1.04 -1.67 1.59
C9 -0.90 5.12 3.31
O5 -1.96 4.56 2.54
H11 -0.99 6.20 3.23
H12 -0.97 4.84 4.36
H13 0.08 4.82 2.93
H14 -1.89 3.60 2.60



(5)
The ion C9H14BrCl2N4 with charge +1, computed with ωB97M-V/def2-TZVPD.

Lowest unoccupied orbital energy ... -3.1 eV
SMILES ... C/C(Cl)=C(\Cl)c1nn(CN)c(C[C@@H](C)Br)[nH+]1
Charge ... +1

Geometry (Å):
C1 1.34 -4.40 -2.21
C2 0.58 -3.36 -1.46
Cl1 -1.09 -3.27 -1.84
C3 1.16 -2.56 -0.56
Cl2 2.83 -2.68 -0.22
C4 0.45 -1.52 0.16
N1 -0.70 -1.52 0.75
N2 -0.86 -0.25 1.24
C5 -2.14 0.05 1.93
N3 -2.85 1.20 1.43
C6 0.19 0.50 0.98
C7 0.42 1.92 1.34
C8 0.98 2.68 0.14
C9 -0.05 2.83 -0.96
Br1 1.60 4.41 0.71
N4 1.04 -0.28 0.30
H1 0.73 -4.76 -3.03
H2 1.65 -5.21 -1.56
H3 2.21 -3.93 -2.66
H4 -2.74 -0.83 1.72
H5 -1.99 0.08 3.00
H6 -2.59 1.41 0.48
H7 -2.75 2.01 2.02
H8 1.10 1.96 2.18
H9 -0.52 2.35 1.64
H10 1.82 2.14 -0.26
H11 -0.55 1.89 -1.19
H12 0.45 3.13 -1.87
H13 -0.82 3.54 -0.69
H14 1.94 -0.05 -0.08



(6)
A structure of composition C9H14F3I3NOPSZn, computed with ωB97M-V/def2-TZVPD.

Lowest unoccupied orbital energy ... -11.3 eV
Charge ... +2

Geometry (Å):
C1 2.99 -3.03 0.38
C2 1.50 -2.81 0.37
I1 0.57 -3.64 2.04
C3 0.80 -2.20 -0.64
I2 1.89 -1.50 -2.30
C4 -0.69 -2.05 -0.65
I3 -1.30 -0.67 -2.61
O1 -1.22 -1.43 0.36
C5 -0.61 -0.25 0.97
C6 -1.70 0.80 1.21
N1 -1.59 2.01 0.42
C7 -0.62 3.02 0.88
C8 0.53 3.20 -0.11
C9 1.30 4.51 0.02
F1 2.56 4.29 0.39
F2 1.34 5.18 -1.14
F3 0.76 5.34 0.93
P1 -1.66 -3.68 -1.00
S1 -3.04 -4.12 0.25
H1 3.52 -2.23 -0.16
H2 3.36 -3.03 1.41
H3 3.23 -4.00 -0.06
H4 -0.16 -0.59 1.91
H5 0.17 0.15 0.31
H6 -1.70 1.08 2.26
H7 -2.67 0.34 0.99
H8 -1.42 1.80 -0.55
H9 -0.24 2.74 1.87
H10 -1.14 3.98 1.01
H11 1.27 2.40 0.03
H12 0.16 3.12 -1.14
H13 -0.60 -4.57 -1.20
H14 -2.15 -3.43 -2.29
Zn1 -3.45 -0.74 -4.16



(7)
A cluster of 2 separate species, C9H14FN3O in total, computed with ωB97M-V/def2-TZVPD.

Lowest unoccupied orbital energy ... 0.2 eV
Energy above the lowest of the compared OMol25 structures with the same formula, charge and spin ... 0.734 eV
SMILES ... C=C(F)C(=O)C(C)(C)C.c1nc[nH]n1

Geometry (Å):
C1 -1.48 2.54 -0.98
C2 -0.58 1.77 -0.31
F1 -0.12 2.32 0.92
C3 -0.10 0.40 -0.76
O1 -0.75 -0.13 -1.63
C4 0.94 -0.24 0.21
C5 1.44 -1.64 -0.37
C6 2.09 0.74 0.23
C7 0.38 -0.50 1.51
H1 -1.62 3.44 -0.51
H2 -1.86 2.46 -1.96
H3 1.83 -1.43 -1.35
H4 0.59 -2.20 -0.29
H5 2.18 -1.88 0.37
H6 3.02 0.25 0.05
H7 1.91 1.67 -0.41
H8 2.30 1.23 1.21
H9 1.03 -1.18 2.08
H10 0.05 0.44 2.15
H11 -0.52 -1.11 1.53
C8 -3.61 0.55 0.74
N1 -3.09 -0.66 0.95
C9 -3.25 -1.27 -0.22
N2 -3.69 -0.35 -1.10
N3 -3.96 0.78 -0.50
H12 -3.68 1.30 1.45
H13 -2.85 -2.19 -0.43
H14 -3.72 -0.38 -2.13



(8)
An isolated molecule of C9H14FNSi, computed with ωB97M-V/def2-TZVPD.

Lowest unoccupied orbital energy ... 0.4 eV
Energy above the lowest of the compared OMol25 structures with the same formula, charge and spin ... 0.000 eV
SMILES ... CN(c1ccccc1)[Si](C)(C)F

Geometry (Å):
C1 0.40 -2.08 -0.45
N1 -0.23 -0.77 -0.15
C2 0.52 0.24 -0.81
C3 0.13 0.83 -2.01
C4 0.98 1.77 -2.60
C5 2.10 2.20 -1.97
C6 2.57 1.58 -0.82
C7 1.75 0.62 -0.23
Si1 -0.97 -0.52 1.64
C8 -1.80 -2.17 2.00
C9 -2.04 1.09 1.22
F1 -0.56 0.05 3.27
H1 0.48 -2.17 -1.50
H2 1.50 -1.94 -0.05
H3 -0.14 -2.78 0.13
H4 -0.75 0.48 -2.42
H5 0.69 2.13 -3.55
H6 2.78 2.81 -2.47
H7 3.54 1.92 -0.42
H8 1.96 -0.03 0.65
H9 -2.53 -2.70 1.47
H10 -1.01 -2.71 2.40
H11 -2.50 -1.94 2.98
H12 -1.61 2.07 1.18
H13 -2.61 0.94 0.39
H14 -2.63 1.08 2.11



| no. | calculated total energy (a.u.) |
| --- | --- |
| 1 | -350.97508 |
| 2 | -350.98995 |
| 3 | -824.26142 |
| 4 | -807.17870 |
| 5 | -4064.53090 |
| 6 | -4192.09588 |
| 7 | -690.61983 |
| 8 | -795.45660 |